7
Properties=species:S:1:pos:R:3:forces:R:3:mulliken_charge:R:1 method="wB97M-V/def2-TZVPD" multiplicity=3 e_homo_ev="-8.22 / -10.76" lumo_energy_ev="0.5 / -1.2" total_energy_ev=-150455.435 s_squared=2.008 gap_ha="0.3212 / 0.3495"
H 1.654 0.291 -1.740 0.198 -0.402 0.271 0.402
H -3.722 -0.817 1.479 -1.031 -0.478 1.054 0.028
C 2.075 0.474 -0.758 -0.122 -1.077 -0.482 -0.350
Br 2.129 2.228 -0.324 0.249 0.731 0.552 -0.006
Br 2.964 -0.916 0.148 -0.338 0.745 -0.339 -0.048
P -3.036 -0.181 0.496 -0.648 1.700 -1.110 -0.034
H -2.064 -1.078 0.699 1.693 -1.220 0.053 0.009

=====

9
Properties=species:S:1:pos:R:3:forces:R:3:mulliken_charge:R:1 method="wB97M-V/def2-TZVPD" multiplicity=1 e_homo_ev=-9.09 lumo_energy_ev=-0.5 total_energy_ev=-8738.695 gap_ha=0.3143 smiles="C=NOC=C=O"
C 1.231 -1.218 0.621 3.232 1.961 3.202 -0.138
H 1.554 -0.203 1.062 -1.387 -0.961 -1.220 0.182
O -0.010 2.631 0.003 -0.321 0.220 0.306 -0.355
O -0.744 -0.775 -0.629 -0.815 0.441 -0.724 -0.246
H 1.929 -1.945 1.110 -0.832 -0.044 -1.115 0.248
C -0.712 1.749 -0.282 1.862 0.965 0.138 0.602
N 0.339 -1.627 -0.122 -2.544 1.325 -1.185 -0.184
C -1.308 0.716 -0.758 3.900 -3.415 1.545 -0.468
H -2.278 0.674 -1.005 -3.096 -0.491 -0.946 0.358

=====

143
Properties=species:S:1:pos:R:3:forces:R:3:mulliken_charge:R:1 method="wB97M-V/def2-TZVPD" multiplicity=1 e_homo_ev=-7.61 lumo_energy_ev=-0.7 total_energy_ev=-254845.426 gap_ha=0.2559
P -2.639 0.005 0.610 -0.330 -0.027 0.332 1.093
C -1.762 7.176 4.076 -0.005 -0.040 0.033 -0.155
H 0.077 6.434 6.202 -0.005 -0.003 -0.007 0.376
H 3.961 -0.350 7.533 -0.001 -0.002 0.002 0.529
H 0.376 5.169 7.401 -0.001 0.001 0.000 0.432
H -3.589 2.194 1.039 -0.004 -0.045 0.028 0.045
H -1.548 2.505 -1.938 -0.035 0.032 0.031 0.038
H -4.703 4.370 9.146 0.005 -0.006 0.003 0.405
H -2.864 -3.350 3.970 -0.001 -0.018 0.018 0.430
C 4.084 0.831 4.340 0.071 0.024 -0.027 1.278
O 4.470 -0.704 -0.169 0.026 0.004 -0.044 -0.635
H -5.162 3.788 6.193 -0.004 0.004 0.003 0.427
H -2.698 0.880 7.962 -0.073 0.068 0.041 0.622
C -2.109 4.426 7.469 -0.015 -0.002 -0.005 -0.810
H -4.747 1.044 0.289 -0.017 0.008 0.002 0.525
H 0.247 -2.456 7.893 0.003 0.007 0.002 0.529
C -1.609 5.792 3.994 -0.025 0.021 -0.050 -1.376
H 0.703 -2.745 4.442 0.002 0.025 -0.019 0.215
H 0.453 -1.617 -2.783 0.012 0.011 0.011 0.432
C -1.260 1.757 -2.675 0.000 -0.030 -0.011 -1.017
C 2.687 2.863 7.243 0.028 -0.003 -0.007 -1.641
C 2.058 -0.865 -0.175 -0.117 0.021 -0.022 0.831
C 1.835 -3.200 -0.432 0.009 0.029 -0.028 -0.058
C -4.106 -1.968 -0.776 0.016 0.031 -0.052 -0.943
H -2.857 -1.735 2.240 0.001 0.079 -0.078 0.632
C -3.686 -2.487 -3.087 -0.015 -0.025 -0.013 -0.803
H 3.395 5.549 1.676 0.022 -0.007 -0.004 0.550
C 1.536 5.389 0.620 0.023 -0.076 0.070 1.252
C 2.447 0.200 6.132 0.164 0.044 0.108 -0.476
C 0.413 -0.540 -2.926 0.074 -0.014 0.120 -1.884
H 3.203 -0.478 2.886 -0.021 -0.001 0.009 -0.322
S 1.458 2.824 3.646 -0.127 -0.330 0.185 -0.014
C -1.479 4.942 6.345 -0.005 -0.002 0.008 1.057
H 6.404 3.682 2.725 0.000 -0.002 -0.005 0.355
C -2.090 -0.456 6.409 0.016 0.012 -0.003 0.878
C -3.237 -0.718 2.136 0.153 -0.093 -0.114 -1.368
C -0.036 5.368 6.412 -0.017 0.010 0.004 -1.583
C -3.688 -1.731 5.106 -0.001 -0.043 0.127 0.774
Pt -0.434 0.281 0.434 1.081 -0.678 -0.799 4.001
C 1.487 5.007 -1.775 0.069 -0.035 0.020 0.532
C 0.868 -1.710 7.411 0.032 -0.006 0.001 -0.150
C 2.330 5.478 1.896 0.003 0.082 -0.051 -1.165
H 2.985 2.308 8.135 -0.007 -0.015 -0.006 0.363
H -3.931 -3.047 -3.979 -0.004 0.001 0.001 0.424
H -5.240 -3.384 -1.916 -0.001 -0.002 -0.002 0.430
C 2.942 -0.529 7.211 0.007 -0.028 -0.018 -0.215
C -1.055 -1.254 5.909 0.035 0.007 0.030 0.477
H -0.521 -3.718 3.630 0.003 -0.004 -0.002 0.440
C 0.161 5.644 0.601 0.019 -0.051 0.005 0.530
C -4.327 4.667 3.814 0.010 -0.001 -0.019 -1.836
H -3.882 5.326 3.069 -0.014 -0.002 0.012 0.291
H 0.566 4.827 5.679 0.015 -0.002 -0.013 0.207
H 4.888 -0.822 3.229 0.009 0.010 0.014 0.716
C -1.315 8.011 3.074 0.006 0.042 -0.025 -1.172
H 0.127 -0.298 -3.950 0.018 -0.069 -0.022 0.689
C 3.333 -2.869 -0.378 -0.018 0.024 -0.001 0.472
C -3.722 1.420 0.285 0.063 0.011 0.074 -0.834
H 5.477 4.988 3.470 -0.004 0.005 0.002 0.324
H -4.327 -0.706 2.163 0.000 -0.024 0.010 0.749
H 1.388 -0.102 -2.716 -0.018 0.045 0.023 0.419
C 4.937 1.775 3.768 0.003 -0.009 -0.014 -1.195
C -4.136 3.555 8.691 0.018 -0.027 -0.017 -1.815
H -5.152 -2.631 3.804 -0.001 -0.014 -0.006 0.327
H 2.304 3.518 -3.090 -0.007 0.022 -0.006 0.227
H -4.839 2.750 8.474 0.004 -0.006 -0.004 0.383
H -0.409 5.324 -2.718 -0.011 -0.019 -0.013 0.372
C 0.348 -0.986 6.344 -0.051 -0.066 0.071 -0.590
C -0.250 -3.252 4.578 -0.001 0.015 -0.014 -1.771
C -3.531 4.627 5.093 0.007 -0.031 -0.036 1.339
C 2.199 4.605 -3.039 -0.021 -0.019 -0.013 -1.579
S -0.693 2.554 0.730 -0.051 0.661 -0.303 -0.615
H 1.656 4.938 -3.925 0.000 -0.014 0.011 0.395
C 3.947 -0.517 3.686 0.004 -0.027 -0.022 -1.215
Ge -0.551 3.293 2.833 -0.023 0.074 -0.214 -0.445
O 1.646 0.366 -0.124 -0.023 0.131 0.375 -0.751
C -2.649 -2.530 4.649 0.044 -0.067 0.176 -0.570
C 0.136 5.323 -1.779 -0.051 -0.084 0.003 -0.604
C -2.206 5.059 5.154 0.077 -0.142 -0.030 0.636
H 3.635 -1.288 4.390 0.006 0.003 -0.004 0.257
C 1.134 -0.017 5.709 -0.197 -0.023 -0.013 0.052
H -3.499 1.842 -0.694 0.032 0.030 0.017 0.320
C 3.450 -1.343 -0.229 -0.039 -0.026 0.018 -0.322
C 5.085 3.043 4.301 -0.009 -0.002 0.018 0.807
C -2.014 5.946 -0.649 -0.027 -0.004 -0.013 -1.863
S 0.395 -0.502 2.498 -0.244 -0.142 0.492 -1.000
H -0.385 2.133 -3.205 0.040 0.023 0.037 0.515
C 1.175 -1.927 -0.185 -0.042 0.108 -0.053 0.468
H 6.844 4.285 4.325 -0.002 0.000 -0.001 0.387
C -1.332 -2.314 5.042 -0.054 -0.063 -0.031 1.057
H -1.439 9.083 3.154 0.008 0.004 0.004 0.426
H -3.421 3.198 9.431 0.012 -0.015 0.002 0.376
H -0.351 8.089 1.162 0.009 -0.010 0.001 0.563
C -2.617 -1.602 -3.103 0.012 -0.006 0.015 -0.882
O -0.130 -1.727 -0.097 0.020 -0.243 0.130 -1.375
H 3.204 5.024 -3.077 0.002 0.009 0.001 0.444
C 6.003 4.053 3.668 0.003 0.001 0.006 -1.607
C 4.360 3.370 5.445 0.004 -0.016 -0.002 -0.877
H -4.386 3.664 3.380 0.014 0.003 -0.012 0.047
H 2.805 3.926 7.447 0.004 -0.005 0.005 0.439
H -5.639 -1.066 4.472 -0.013 0.015 0.003 0.374
H -2.831 -0.130 2.964 -0.081 -0.001 -0.100 -0.277
H 2.038 6.348 2.486 0.001 0.035 0.012 0.310
C -3.442 4.029 7.442 0.017 -0.038 0.001 0.741
C -5.110 -1.996 4.689 0.007 0.001 0.009 -1.803
H -2.556 5.409 0.131 -0.003 -0.020 0.005 0.251
O 1.340 -4.276 -0.678 0.018 -0.033 0.057 -0.666
C 2.172 5.055 -0.568 0.010 -0.016 -0.020 -1.044
H -2.070 1.598 -3.388 0.036 -0.005 -0.013 0.502
H -1.519 1.571 6.852 -0.011 -0.008 0.063 -0.107
H 5.486 1.502 2.872 -0.002 0.004 -0.001 0.392
H -2.249 7.586 4.953 -0.010 -0.008 -0.001 0.536
H -2.199 7.011 -0.489 -0.006 -0.021 0.001 0.384
H -5.660 -2.505 5.484 -0.002 0.002 -0.007 0.432
C -0.980 5.218 2.873 0.014 0.180 0.054 0.510
P -0.829 0.195 -1.842 -0.637 0.497 -0.314 1.116
H -0.096 -4.046 5.314 -0.005 -0.002 -0.004 0.344
C -0.542 5.630 -0.607 -0.013 -0.012 0.007 1.144
H 4.453 4.365 5.869 0.000 0.006 -0.001 0.373
H 2.566 -2.044 8.680 -0.006 0.003 -0.004 0.421
C -0.709 7.455 1.964 -0.054 0.041 -0.028 -0.063
C -4.422 -2.677 -1.927 0.007 -0.010 0.003 -0.813
H 1.625 2.661 7.080 -0.012 0.013 -0.009 0.136
H -4.192 -0.073 6.369 -0.002 0.003 0.004 0.462
C -4.127 4.114 6.240 -0.011 0.001 0.017 -0.842
C 2.163 -1.479 7.849 -0.023 0.025 -0.036 -1.084
C -1.808 0.657 7.378 0.017 0.025 0.051 -1.212
H 2.184 4.594 2.522 0.153 0.318 -0.230 -0.404
C 3.362 1.185 5.479 -0.002 -0.024 0.029 -0.023
C 3.501 2.462 6.041 0.017 0.011 0.041 1.753
H -2.439 5.674 -1.616 0.009 0.010 0.012 0.426
Ge 0.403 0.920 4.160 0.074 0.003 -0.210 -0.174
O 4.239 -3.647 -0.448 0.016 -0.005 -0.004 -0.572
H -1.548 4.343 8.394 0.000 -0.002 0.001 0.314
C -3.392 -0.701 5.991 -0.043 -0.059 -0.025 -0.790
H -2.033 -1.491 -4.008 0.011 0.014 0.001 0.402
H -5.347 5.003 4.001 -0.005 -0.019 0.002 0.594
C -0.538 6.078 1.847 0.087 -0.051 0.065 -0.510
C -2.285 -0.897 -1.954 0.004 -0.024 0.131 0.061
H 3.234 4.835 -0.550 0.001 -0.007 0.004 0.440
S -1.633 1.902 4.202 -0.183 0.089 0.003 -0.109
C -3.041 -1.079 -0.791 0.064 0.115 -0.043 0.266
H -4.680 -2.121 0.129 -0.005 0.005 0.009 0.440
H -0.999 0.402 8.062 -0.008 -0.022 0.016 0.297

=====

43
Properties=species:S:1:pos:R:3:forces:R:3:mulliken_charge:R:1 method="wB97M-V/def2-TZVPD" multiplicity=1 e_homo_ev=-11.99 lumo_energy_ev=-4.7 total_energy_ev=-34976.667 gap_ha=0.2667 charge=+1
H -0.984 0.575 -5.243 -0.009 -0.099 -0.047 0.474
H -1.016 3.554 0.882 0.025 -0.132 0.271 0.342
H -3.977 -0.769 0.168 0.016 -0.048 0.271 0.465
H -1.865 -0.792 -5.081 0.018 -0.514 0.411 0.215
H -2.206 1.936 -0.221 0.351 0.035 -0.145 0.616
H 2.651 2.442 1.720 -0.070 -0.017 -0.161 0.434
H -2.402 -2.873 -0.303 0.000 0.142 0.218 0.600
Si -2.264 0.351 1.666 0.437 0.110 -0.650 0.299
C 2.696 -0.107 2.545 -0.593 0.506 0.716 -0.964
H -0.784 0.833 -0.215 -0.102 0.247 -0.064 -0.445
C -0.525 2.595 1.088 -0.281 0.216 -1.371 -0.993
H 2.348 -0.626 3.444 0.294 -0.411 -0.320 0.323
H 1.231 -0.853 -0.867 0.466 0.661 0.107 0.167
C -3.103 -1.088 0.751 0.344 -0.113 -0.047 -1.049
H 2.595 1.412 0.261 0.276 0.139 0.344 0.115
H 0.890 -0.003 1.263 0.107 -0.213 0.324 -0.918
H -3.447 -1.800 1.512 -0.061 0.135 -0.153 0.352
C 2.005 1.824 1.089 -0.813 -0.146 -0.444 -0.669
H -1.164 -0.207 2.482 -0.147 -0.149 0.073 -0.083
C -1.408 1.502 0.394 -0.329 -0.435 1.205 0.078
C 2.164 -1.308 -1.193 -0.310 0.535 -1.122 -0.695
H -3.168 1.089 2.561 -0.178 0.068 -0.029 -0.220
H 3.410 0.654 2.870 0.094 -0.273 -0.080 0.475
H -1.104 -1.826 0.240 -0.067 -0.050 -0.245 -0.008
H 2.578 -1.083 -2.174 -0.764 -0.516 -0.312 0.300
C 2.847 -2.090 -0.400 0.679 -0.217 1.360 -0.204
H -0.505 2.488 2.176 0.212 -0.035 -0.129 0.483
I -2.170 -2.724 -3.148 -0.004 0.731 -0.240 0.029
H -2.969 -0.532 -1.717 0.080 -0.209 -0.408 0.553
H -1.181 -0.641 -1.797 -0.190 -0.021 -0.143 0.364
C -2.105 -1.189 -1.613 0.372 -0.068 0.861 -0.915
C 2.635 -1.919 1.094 1.925 0.338 -1.865 0.596
C 0.880 2.685 0.429 0.160 0.101 0.858 -0.807
C 1.500 0.631 1.919 0.749 0.272 -0.324 0.975
C -2.111 -1.823 -0.197 -0.326 -0.019 -0.113 -0.231
O 3.404 -0.945 1.623 -0.181 0.526 -0.568 -0.338
O -1.231 -0.278 -5.655 0.054 0.246 -0.174 -0.418
H 0.779 2.425 -0.632 -0.039 -0.003 0.163 0.366
H 1.205 3.732 0.452 -0.019 -0.166 -0.049 0.414
H 0.859 0.932 2.751 0.064 0.111 -0.158 0.499
O 1.887 -2.556 1.716 -2.657 -1.769 1.910 -0.472
H -0.439 -0.816 -5.868 -0.103 -0.017 0.106 0.506
H 3.565 -2.816 -0.769 0.519 0.523 0.164 0.392

=====

17
Properties=species:S:1:pos:R:3:forces:R:3:mulliken_charge:R:1 method="wB97M-V/def2-TZVPD" multiplicity=1 e_homo_ev=-7.92 lumo_energy_ev=0.2 total_energy_ev=-9453.076 gap_ha=0.2981
C 2.666 1.358 0.328 -1.849 -1.464 0.461 -1.303
H 3.201 1.362 -0.580 -0.145 0.346 -1.590 0.345
C 1.578 -1.182 0.052 -1.095 0.010 0.126 0.373
C 0.483 -0.092 0.881 1.012 1.329 -0.458 0.730
H 0.750 -2.728 -1.091 0.427 -3.221 -0.990 0.299
C 1.797 0.152 0.534 -0.441 0.760 0.316 0.072
H 2.049 2.182 0.611 -0.220 1.016 -0.606 0.348
H 3.441 1.366 1.005 1.794 -0.191 2.022 0.375
H 0.025 -1.164 -1.575 0.150 -0.070 0.156 0.196
C -3.274 0.388 -0.105 -0.881 -1.089 -2.389 -1.108
C -0.794 0.396 0.566 -1.196 -0.296 0.890 -0.376
H -3.526 -0.467 -0.816 0.109 0.526 1.281 0.269
C 0.384 -1.583 0.695 1.705 -2.395 0.026 -0.843
C 0.545 -1.780 -0.830 -0.526 2.776 0.515 -0.391
H -3.984 0.433 0.685 -1.143 0.233 0.203 0.318
H -3.346 1.221 -0.860 0.394 -0.210 1.371 0.296
C -1.996 0.138 0.498 1.902 1.939 -1.334 0.399